The following is a quantum chemistry calculation of a molecular structure, C43H34AsHfN8O4S2, from OMol25.

Computed properties:
- net charge = +1
- relative energy (zero: lowest compared OMol25 entry of this formula, charge and spin) (kcal per mole) = 0.0
- largest force on an atom (eV/Å) = 0.51
- M (g mol⁻¹) = 1044.34
- total energy (hartree) = -5478.272894
- frontier orbital gap (eV) = 6.888

Last column: Löwdin charge in e.
Positions of all 93 atoms, in Å:
1 Hf -0.45933 0.12933 0.80945  1.216
2 N -1.54724 1.66537 4.97183  0.102
3 C -1.40556 1.52965 3.64377  -0.822
4 S -1.83473 -0.01336 2.95067  0.680
5 N -0.95411 2.54832 2.97017  0.022
6 N -0.84089 2.28571 1.62500  -0.089
7 C -0.92854 3.31688 0.86218  -0.187
8 C -1.23520 4.67694 1.36849  -0.210
9 C -2.50202 5.21195 1.16600  -0.032
10 C -2.79114 6.49120 1.62037  -0.063
11 C -1.81363 7.23649 2.26217  -0.070
12 C -0.54791 6.70070 2.46157  -0.063
13 C -0.25817 5.41929 2.02174  -0.027
14 C -0.67355 3.11135 -0.57000  -0.233
15 C -0.83731 4.14768 -1.47413  0.031
16 C -0.56977 3.92964 -2.81678  -0.013
17 C -0.13664 2.67753 -3.20092  -0.010
18 C 0.01215 1.69810 -2.23289  -0.135
19 N -0.24031 1.88483 -0.93655  -0.046
20 H -1.99073 0.94402 5.51030  0.092
21 H -1.43253 2.57990 5.37706  0.113
22 H -3.26380 4.62667 0.66379  0.127
23 H -3.78055 6.90282 1.47180  0.110
24 H -2.03801 8.23557 2.61157  0.109
25 H 0.21142 7.28109 2.96878  0.109
26 H 0.71933 4.98774 2.20000  0.113
27 H -1.17100 5.11248 -1.12225  0.123
28 H -0.69139 4.72738 -3.53703  0.123
29 H 0.09750 2.43816 -4.22852  0.121
30 H 0.36637 0.73142 -2.54009  0.056
31 S -2.59325 0.14760 -0.62348  0.596
32 C -2.39146 -0.72976 -2.14921  -0.648
33 C -3.50205 -0.70636 -3.00646  -0.123
34 C -3.51676 -1.42484 -4.18565  -0.066
35 C -2.42696 -2.21044 -4.54951  -0.071
36 C -1.31988 -2.23906 -3.72469  -0.122
37 C -1.27871 -1.48718 -2.54694  -0.406
38 As 0.25390 -1.55605 -1.39224  1.315
39 C 0.52886 -3.45144 -1.13521  -0.355
40 C 1.77952 -3.93413 -0.76896  -0.091
41 C 1.93730 -5.27797 -0.45804  -0.057
42 C 0.85402 -6.14116 -0.52347  -0.061
43 C -0.39078 -5.66460 -0.91694  -0.065
44 C -0.55445 -4.32281 -1.21983  -0.114
45 C 1.85705 -1.05128 -2.36583  -0.392
46 C 1.97912 -1.12757 -3.75028  -0.088
47 C 3.16509 -0.74796 -4.36248  -0.063
48 C 4.23334 -0.29743 -3.59696  -0.067
49 C 4.11475 -0.22256 -2.21709  -0.067
50 C 2.92589 -0.59244 -1.60209  -0.128
51 H -4.36619 -0.12037 -2.72043  0.101
52 H -4.39354 -1.38711 -4.81945  0.112
53 H -2.44768 -2.79808 -5.45718  0.110
54 H -0.48332 -2.87865 -3.98085  0.105
55 H 2.63282 -3.26964 -0.70209  0.106
56 H 2.90788 -5.64824 -0.15588  0.118
57 H 0.97678 -7.18600 -0.27068  0.118
58 H -1.23484 -6.33951 -0.97979  0.115
59 H -1.52639 -3.95272 -1.52659  0.102
60 H 1.15344 -1.46879 -4.36079  0.091
61 H 3.25809 -0.80911 -5.43893  0.111
62 H 5.15838 -0.00840 -4.07790  0.110
63 H 4.94813 0.12055 -1.61748  0.110
64 H 2.84190 -0.53393 -0.52026  0.089
65 C -3.78410 -2.57466 0.71763  -0.013
66 C -2.41966 -2.90752 1.20536  -0.337
67 N -1.30876 -2.17596 1.20079  -0.031
68 C -0.33921 -2.95797 1.78527  -0.176
69 C -0.84074 -4.17717 2.11359  -0.067
70 N -2.15404 -4.11529 1.74512  0.206
71 C -0.28702 -5.44159 2.66430  -0.482
72 O 0.99496 -5.45595 2.97058  0.151
73 O -1.01629 -6.39296 2.78557  0.124
74 C 0.97960 -2.35430 2.01140  -0.539
75 O 1.93700 -2.95706 2.45884  0.106
76 O 0.97322 -1.08971 1.69810  -0.269
77 H -4.08906 -1.58866 1.05602  0.056
78 H -4.48831 -3.31906 1.08786  0.092
79 H -3.81452 -2.57195 -0.37275  0.076
80 H -2.79895 -4.88250 1.87503  0.182
81 H 1.44272 -4.58867 2.78690  0.084
82 N 4.44940 1.24121 5.23825  0.189
83 C 4.02028 1.50604 4.20701  -0.163
84 C 3.47821 1.83730 2.91940  -0.180
85 C 4.02027 2.85784 2.15045  0.017
86 C 3.43306 3.12177 0.92639  -0.021
87 C 2.33697 2.37765 0.53285  -0.116
88 N 1.80454 1.38770 1.26565  0.018
89 C 2.38473 1.12411 2.44015  -0.056
90 H 4.87471 3.41815 2.50466  0.134
91 H 3.81546 3.89450 0.27496  0.119
92 H 1.88411 2.56990 -0.42662  0.100
93 H 1.96869 0.31740 3.02335  0.122

***

The following is a quantum chemistry calculation of 10 unconnected molecules or ions with the total composition C57H143N9O19, from OMol25.

Computed properties:
- net charge = 0
- relative energy (zero: lowest compared OMol25 entry of this formula, charge and spin) (kcal per mole) = 85.2
- largest force on an atom (eV/Å) = 2.70
- SMILES = COCCNCCOC.COCCNCCOC.COCCNCCOC.COCCNCCOC.COCCNCCOC.COCCNCCOC.COCCNCCOC.COCCNCCOC.COCCNCCOC.CC(C)O
- M (g mol⁻¹) = 1258.82
- total energy (hartree) = -4179.352297
- frontier orbital gap (eV) = 9.114

Last column: Löwdin charge in e.
Positions of all 228 atoms, in Å:
1 C 9.42899 0.23328 -4.46102  -0.097
2 O 8.78511 0.94887 -3.39255  -0.194
3 C 7.83524 1.95091 -3.81424  -0.216
4 C 6.98123 2.61011 -2.72179  -0.206
5 N 6.17034 1.60912 -2.02426  -0.051
6 C 5.78001 2.11927 -0.71637  -0.203
7 C 4.73509 1.25330 0.04556  -0.194
8 O 5.35908 -0.00330 0.42808  -0.186
9 C 4.39641 -0.75098 1.22410  -0.087
10 H 9.87241 -0.66392 -4.02915  0.084
11 H 10.26816 0.79513 -4.87117  0.079
12 H 8.73686 -0.02321 -5.26305  0.082
13 H 7.13193 1.62432 -4.58027  0.113
14 H 8.45164 2.72336 -4.27410  0.113
15 H 6.33844 3.36607 -3.17286  0.106
16 H 7.73380 3.02263 -2.04983  0.114
17 H 6.72284 0.78418 -1.83904  0.107
18 H 5.38118 3.13344 -0.69385  0.095
19 H 6.71342 2.14209 -0.15394  0.120
20 H 3.84663 1.05220 -0.55301  0.094
21 H 4.41836 1.79128 0.93908  0.112
22 H 3.57120 -1.10680 0.60726  0.074
23 H 3.95566 -0.11187 1.98921  0.064
24 H 4.88566 -1.58113 1.73358  0.083
25 C 3.30789 3.32715 -3.56711  -0.113
26 O 1.98286 2.92528 -3.81263  -0.185
27 C 1.38848 3.48128 -4.99801  -0.218
28 C 0.12749 2.77457 -5.36936  -0.188
29 N 0.37345 1.38685 -5.94354  -0.029
30 C -0.89533 0.77849 -6.31835  -0.201
31 C -1.80218 0.42368 -5.09987  -0.191
32 O -2.55702 -0.78479 -5.38402  -0.204
33 C -3.47497 -1.17859 -4.34911  -0.086
34 H 3.43877 4.35681 -3.23428  0.069
35 H 3.96477 3.10112 -4.40706  0.089
36 H 3.64256 2.73193 -2.71750  0.074
37 H 2.04520 3.52545 -5.86684  0.126
38 H 1.11626 4.52496 -4.84075  0.105
39 H -0.33938 3.31159 -6.19503  0.090
40 H -0.53355 2.82855 -4.50436  0.114
41 H 0.79354 0.85571 -5.19419  0.057
42 H -0.62649 -0.13577 -6.84746  0.114
43 H -1.45544 1.36461 -7.04693  0.113
44 H -2.43313 1.28315 -4.87340  0.111
45 H -1.08321 0.28831 -4.29187  0.104
46 H -3.03734 -1.36793 -3.36894  0.056
47 H -3.98888 -2.07566 -4.69447  0.089
48 H -4.16234 -0.33281 -4.33229  0.083
49 C -5.75172 2.47637 0.01471  -0.139
50 O -4.72413 3.45761 -0.01456  -0.191
51 C -4.04047 3.37007 -1.31730  -0.166
52 C -3.27534 4.66909 -1.71733  -0.204
53 N -2.84782 4.70074 -3.09240  -0.065
54 C -2.54353 6.05608 -3.53570  -0.203
55 C -1.57624 6.00500 -4.71213  -0.252
56 O -2.31679 5.46422 -5.74001  -0.149
57 C -1.59548 5.52897 -6.89320  -0.148
58 H -5.51910 1.56543 -0.53680  0.073
59 H -6.60647 2.85836 -0.54349  0.090
60 H -5.94514 2.10256 1.02017  0.071
61 H -4.78810 3.15096 -2.07961  0.110
62 H -3.41545 2.48556 -1.19440  0.112
63 H -2.46175 4.85431 -1.01600  0.105
64 H -4.01347 5.46214 -1.59769  0.115
65 H -3.59670 4.35713 -3.67654  0.109
66 H -1.98910 6.57139 -2.75139  0.119
67 H -3.46015 6.59785 -3.76894  0.125
68 H -0.78218 5.35257 -4.34895  0.094
69 H -1.13415 6.99094 -4.85568  0.131
70 H -1.98638 4.90171 -7.69436  0.099
71 H -0.60608 5.07426 -6.84398  0.068
72 H -1.49388 6.58282 -7.15239  0.098
73 C -9.42647 -5.40760 3.09022  -0.094
74 O -8.35108 -4.58499 2.63874  -0.206
75 C -7.12241 -5.27822 2.67876  -0.228
76 C -6.97767 -6.17708 1.42352  -0.211
77 N -6.98610 -5.38985 0.23891  -0.068
78 C -5.72717 -4.74018 0.07480  -0.198
79 C -5.47628 -4.35412 -1.44036  -0.204
80 O -4.32978 -3.57393 -1.58157  -0.210
81 C -3.10020 -4.27157 -1.80260  -0.085
82 H -9.39116 -6.45814 2.80177  0.085
83 H -10.41671 -4.97831 2.93782  0.091
84 H -9.39151 -5.40293 4.17965  0.077
85 H -7.09794 -5.89659 3.57604  0.118
86 H -6.29803 -4.56954 2.75777  0.099
87 H -7.80069 -6.89116 1.39457  0.107
88 H -6.02608 -6.70867 1.42415  0.116
89 H -7.78108 -4.77674 0.34938  0.114
90 H -4.89980 -5.35387 0.43108  0.115
91 H -5.67014 -3.81685 0.65125  0.112
92 H -6.18973 -3.64309 -1.85694  0.122
93 H -5.42596 -5.25875 -2.04634  0.114
94 H -2.44220 -3.70048 -2.45758  0.066
95 H -3.30145 -5.26984 -2.19123  0.085
96 H -2.60755 -4.47201 -0.85117  0.075
97 C -4.03268 -0.02226 2.16116  -0.068
98 O -4.86715 -1.01240 2.79902  -0.201
99 C -6.11163 -0.53832 3.24930  -0.238
100 C -6.99788 -1.66270 3.77808  -0.176
101 N -6.30323 -2.34305 4.90281  -0.035
102 C -7.24456 -3.21132 5.64773  -0.187
103 C -6.59762 -3.66735 6.97210  -0.218
104 O -5.52391 -4.61711 6.84613  -0.210
105 C -4.80330 -4.92391 8.06812  -0.091
106 H -3.12351 -0.54163 1.85820  0.056
107 H -3.77260 0.86140 2.74391  0.095
108 H -4.58228 0.35868 1.30040  0.060
109 H -6.55829 -0.05912 2.37812  0.109
110 H -5.95634 0.24230 3.99404  0.122
111 H -7.13742 -2.37161 2.96196  0.097
112 H -7.94297 -1.26127 4.14384  0.122
113 H -5.58653 -2.96360 4.55447  0.093
114 H -7.44621 -4.10633 5.05918  0.086
115 H -8.16637 -2.69806 5.92146  0.121
116 H -7.34707 -4.08009 7.64744  0.110
117 H -6.21033 -2.79408 7.49700  0.114
118 H -4.19338 -4.12854 8.49648  0.080
119 H -4.09955 -5.70298 7.77504  0.083
120 H -5.51714 -5.25875 8.82072  0.080
121 C -0.15473 -7.59034 -1.82679  -0.115
122 O 0.49607 -6.47227 -2.40957  -0.189
123 C 1.01227 -5.55167 -1.42249  -0.186
124 C 1.61682 -4.32944 -2.09471  -0.187
125 N 0.53565 -3.54900 -2.68741  -0.082
126 C 0.94474 -2.79212 -3.85499  -0.169
127 C 2.27373 -2.00811 -3.82803  -0.235
128 O 2.10520 -0.81126 -4.53075  -0.217
129 C 3.28921 0.04952 -4.71027  -0.043
130 H 0.42512 -8.34538 -1.29594  0.084
131 H -0.55860 -8.12429 -2.68695  0.087
132 H -0.97142 -7.27483 -1.17751  0.082
133 H 1.64632 -6.08364 -0.71320  0.126
134 H 0.20621 -5.17176 -0.79479  0.115
135 H 2.40742 -4.54504 -2.81343  0.125
136 H 1.94201 -3.59954 -1.35336  0.107
137 H -0.13858 -4.21741 -3.03199  0.098
138 H 0.15178 -2.07506 -4.06743  0.112
139 H 1.10387 -3.51305 -4.65689  0.122
140 H 3.06294 -2.64237 -4.23174  0.120
141 H 2.53911 -1.77376 -2.79713  0.114
142 H 3.70387 0.38403 -3.75935  0.077
143 H 3.02350 0.82637 -5.42720  0.078
144 H 4.09755 -0.52658 -5.16062  0.082
145 C 2.26042 -2.34689 7.24435  -0.125
146 O 2.19561 -1.68535 6.01121  -0.221
147 C 1.46294 -2.41171 4.99722  -0.196
148 C 1.17998 -1.59793 3.78913  -0.236
149 N 0.43039 -2.33610 2.81934  -0.028
150 C -1.02152 -2.31273 3.07209  -0.149
151 C -1.80330 -3.21783 2.04006  -0.197
152 O -1.74730 -4.62879 2.21789  -0.169
153 C -2.70572 -5.02109 3.16618  -0.122
154 H 2.87002 -1.86542 8.00899  0.080
155 H 2.66458 -3.35463 7.14825  0.085
156 H 1.23015 -2.39255 7.59723  0.086
157 H 0.55732 -2.90215 5.35419  0.117
158 H 2.17787 -3.18801 4.72457  0.127
159 H 2.15876 -1.32858 3.39219  0.118
160 H 0.76146 -0.62574 4.04952  0.108
161 H 0.63841 -2.06009 1.87031  0.069
162 H -1.40252 -1.29150 3.06923  0.096
163 H -1.22229 -2.67932 4.07877  0.103
164 H -1.36632 -3.10875 1.04746  0.088
165 H -2.82085 -2.83991 1.94069  0.100
166 H -3.74423 -4.78672 2.93233  0.073
167 H -2.39042 -4.72592 4.16696  0.086
168 H -2.70823 -6.10757 3.25368  0.085
169 C 6.40015 6.20735 -5.08383  -0.130
170 O 5.69968 6.42252 -3.90174  -0.191
171 C 6.45727 6.72435 -2.70551  -0.189
172 C 5.61264 6.88056 -1.43744  -0.215
173 N 4.71151 5.79957 -1.08421  -0.056
174 C 3.82618 6.03301 0.04969  -0.180
175 C 2.54249 5.17102 -0.00569  -0.211
176 O 1.72287 5.46920 -1.11309  -0.193
177 C 0.57991 4.64654 -1.18816  -0.094
178 H 5.91446 5.71486 -5.92624  0.086
179 H 7.30452 5.65897 -4.82020  0.080
180 H 6.68587 7.16725 -5.51399  0.082
181 H 7.12001 7.57523 -2.86324  0.121
182 H 7.12828 5.93671 -2.36280  0.107
183 H 5.08058 7.82919 -1.50888  0.106
184 H 6.26091 7.14847 -0.60313  0.121
185 H 4.21001 5.36489 -1.84556  0.070
186 H 3.55520 7.08875 0.03956  0.112
187 H 4.34718 5.83177 0.98571  0.117
188 H 1.96240 5.50884 0.85307  0.119
189 H 2.72356 4.09617 -0.00291  0.112
190 H -0.09407 4.91142 -2.00283  0.071
191 H -0.05400 4.83206 -0.32107  0.083
192 H 0.91595 3.61268 -1.26766  0.075
193 C 5.86291 -0.98267 5.23333  -0.087
194 O 6.23953 0.40521 5.25544  -0.197
195 C 5.96263 1.00761 6.52325  -0.197
196 C 4.41502 1.12720 6.85511  -0.195
197 N 3.72933 1.81445 5.74747  -0.039
198 C 2.28032 1.86981 5.90252  -0.207
199 C 1.66718 2.34822 4.60103  -0.227
200 O 2.09677 1.58621 3.49497  -0.223
201 C 1.30191 1.70493 2.31704  -0.078
202 H 4.82057 -1.18894 5.47642  0.061
203 H 6.44416 -1.48646 6.00562  0.088
204 H 5.95733 -1.32231 4.20190  0.083
205 H 6.34644 2.01755 6.37900  0.115
206 H 6.48918 0.54938 7.36045  0.110
207 H 4.31939 1.77451 7.72685  0.112
208 H 4.04052 0.13290 7.09844  0.083
209 H 3.96668 1.22234 4.96442  0.090
210 H 1.93297 2.47866 6.73724  0.123
211 H 1.89833 0.87260 6.12102  0.099
212 H 1.84077 3.41470 4.45754  0.124
213 H 0.61057 2.12948 4.75541  0.116
214 H 1.30482 2.76911 2.08119  0.081
215 H 0.31589 1.39345 2.66176  0.082
216 H 1.63245 1.19798 1.41048  0.066
217 C 0.70822 0.34051 -1.04414  -0.021
218 C -0.17671 -0.69424 -0.29118  -0.458
219 C -1.49681 -1.01277 -0.87870  -0.044
220 O 0.56601 -1.90276 -0.14618  -0.080
221 H 1.75072 0.33476 -0.72591  0.050
222 H 0.27343 1.32504 -0.87162  0.073
223 H 0.76778 0.06784 -2.09780  0.070
224 H -0.27763 -0.23401 0.69172  0.114
225 H -1.40833 -1.49521 -1.85210  0.063
226 H -2.12246 -0.13710 -1.05150  0.083
227 H -2.09915 -1.60911 -0.19337  0.065
228 H 0.54748 -2.36980 -0.98472  0.032

***

Q: Look up the relative energy (zero: lowest compared OMol25 entry of this formula, charge and spin) of the first one.
A: 0.0 kcal per mole

***

Q: Which value of net charge does entry 1 give?
A: +1

***

Q: Number 1 is which compound?
A: C43H34AsHfN8O4S2

***

Q: Which formula does entry 1 have?
A: C43H34AsHfN8O4S2